Record 1
The following is a quantum chemistry calculation of a structure of composition C18H17MgN4O4S2Se in a non-equilibrium geometry, from the OMol25 dataset.

Cartesian coordinates (Å):
Mg  -0.19217  0.54846  -0.19823
C  4.14109  5.44005  -3.46588
C  3.35603  4.27329  -2.92476
C  2.50831  3.53517  -3.74140
C  1.76195  2.48250  -3.23588
C  1.84776  2.15236  -1.88802
C  2.70092  2.87821  -1.06222
C  3.43901  3.92604  -1.57906
S  1.61361  -0.69987  -1.71279
O  1.11129  1.13447  -1.38117
O  3.00623  -0.75942  -1.28653
N  0.62134  -1.31782  -0.67679
C  1.10638  -1.79763  0.61670
C  0.37020  -1.07548  1.75054
O  -0.02551  -1.71571  2.72642
O  0.19718  0.18621  1.56983
H  3.99387  5.53817  -4.54111
H  5.20943  5.33082  -3.26858
H  3.81797  6.36990  -2.99227
H  2.42131  3.78319  -4.79337
H  1.09227  1.91434  -3.86956
H  2.73773  2.61475  -0.01239
H  4.09313  4.48737  -0.92070
H  2.18187  -1.62676  0.73091
H  0.91822  -2.86772  0.72238
S  -1.07026  4.86527  -0.90051
C  -1.15346  3.33456  -0.43163
N  -1.23409  2.21329  -0.08326
C  -2.92468  -0.30294  2.00660
N  -2.75063  -1.61714  1.42187
C  -2.50089  -1.88171  0.11996
Se  -2.59105  -0.75729  -1.30852
N  -2.28096  -3.21957  0.02170
C  -2.40216  -3.82317  1.25909
C  -2.34517  -5.14344  1.66938
C  -2.59008  -5.40314  3.00970
C  -2.86884  -4.37239  3.90585
C  -2.92073  -3.04885  3.49578
C  -2.69605  -2.79130  2.15474
H  -3.00938  0.43761  1.21458
H  -2.05291  -0.06744  2.61762
H  -3.82951  -0.29871  2.61613
H  -1.97306  -3.63441  -0.83881
H  -2.11266  -5.93874  0.97285
H  -2.56799  -6.42465  3.36651
H  -3.04451  -4.61190  4.94659
H  -3.11039  -2.24883  4.19774

Properties
Highest occupied orbital energy   -5.0 eV
Energy above the lowest of the compared OMol25 structures with the same formula, charge and spin   8.5 kcal per mole
Total energy   -125560.524 eV
Frontier orbital gap   7.50 eV
Spin multiplicity   1
Net charge   -1
Maximum force   2.01 eV/A



Record 2
The following is a quantum chemistry calculation of the ion C2H2NO2S with charge -1 in a non-equilibrium geometry, from the OMol25 dataset.

Cartesian coordinates (Å):
C  1.42202  -0.26856  0.87740
C  0.04955  -0.72584  0.34961
N  2.46939  0.05195  1.34727
O  0.12146  0.46089  -1.92509
O  -2.03817  -0.31759  -1.03721
S  -0.71793  0.22300  -0.76818
H  -0.39021  -1.16790  1.23006
H  -0.91610  1.74405  -0.07386

Properties
Highest occupied orbital energy   -4.2 eV
Energy above the lowest of the compared OMol25 structures with the same formula, charge and spin   64.6 kcal per mole
Total energy   -18525.628 eV
Frontier orbital gap   8.02 eV
Spin multiplicity   1
Net charge   -1
Maximum force   4.47 eV/A



Record 3
The following is a quantum chemistry calculation of an isolated molecule of C7H14N2 in a non-equilibrium geometry, from the OMol25 dataset.

Cartesian coordinates (Å):
C  -1.05655  0.48816  2.05342
C  -0.47978  1.50703  1.10052
C  1.94612  0.12688  -1.00101
C  1.28429  -0.88663  -1.88681
C  -2.59464  0.68028  2.36346
C  1.78370  -2.04648  -2.29903
C  -0.09130  -0.33367  -2.33164
N  1.24392  0.26388  0.20232
N  0.52992  1.40390  0.29636
H  -0.98989  -0.52330  1.43428
H  -0.94323  2.41112  1.19326
H  3.07502  -0.24392  -0.87360
H  1.95061  1.01333  -1.56394
H  -2.85815  -0.21084  3.01426
H  -2.73436  1.55007  2.93631
H  -3.21863  0.60462  1.40663
H  -0.52388  0.56816  2.97633
H  1.32007  -2.71582  -3.08406
H  2.81703  -2.42472  -2.15423
H  -0.76041  -1.03455  -3.06116
H  0.08274  0.74970  -2.67395
H  -0.67569  -0.18629  -1.38164
H  0.90316  -0.65517  0.53168

Properties
Highest occupied orbital energy   -8.3 eV
Energy above the lowest of the compared OMol25 structures with the same formula, charge and spin   76.9 kcal per mole
Total energy   -10463.034 eV
Frontier orbital gap   9.26 eV
Spin multiplicity   1
Net charge   0
Maximum force   4.67 eV/A



Record 4
The following is a quantum chemistry calculation of a structure of composition H10Li2O9S in a non-equilibrium geometry, from the OMol25 dataset.

Cartesian coordinates (Å):
Li  -0.01181  -0.43788  0.20254
Li  -0.84574  1.37552  -1.97234
S  -0.16969  2.85469  0.22238
O  -0.29035  3.59330  -1.05090
O  -0.61811  1.45864  -0.13036
O  1.22672  2.74555  0.66543
O  -1.02723  3.44147  1.24707
O  0.46933  -2.59981  0.15302
H  0.55377  -3.16184  0.93287
H  0.90641  -3.08584  -0.55535
O  0.47495  -0.43106  2.31072
H  -0.24424  0.14724  2.60713
H  0.93905  -0.67842  3.11550
O  -0.22345  -0.54605  -2.18743
H  0.58815  -0.71215  -2.68701
H  -0.76313  -1.33935  -2.31355
O  2.03483  -0.13479  -0.22794
H  2.68358  -0.84863  -0.23696
H  2.34043  0.50920  -0.88064
O  -2.29701  -0.82236  0.29175
H  -2.89245  -0.97436  -0.44909
H  -2.83400  -0.35309  0.94316

Properties
Highest occupied orbital energy   -6.8 eV
Total energy   -29838.508 eV
Frontier orbital gap   5.52 eV
Spin multiplicity   1
Net charge   0
Maximum force   2.84 eV/A